Entry 1:
Computed, not measured: a single C7H6N2O4S2 molecule in a non-equilibrium geometry, with ωB97M-V/def2-TZVPD.

The geometry in XYZ format:
```
21
Properties=species:S:1:pos:R:3:mulliken_charge:R:1
C -1.75 1.71 0.01 -0.4589
C -2.24 0.42 0.22 -0.6229
C -0.41 1.92 -0.20 -0.3897
C -1.37 -0.65 0.21 -0.5599
C 0.49 0.85 -0.21 0.1987
C -0.02 -0.43 0.00 0.5113
C 2.71 0.23 -0.19 0.5854
N 1.84 1.11 -0.39 -0.4374
N 0.97 -2.43 -1.42 -0.6621
O 4.62 1.74 0.76 -0.5294
O 5.21 -0.61 0.15 -0.4643
O 2.56 -1.04 0.15 -0.3655
O 0.94 -2.65 1.14 -0.5639
S 4.51 0.81 -0.33 0.5779
S 1.05 -1.84 -0.03 0.9387
H -2.44 2.54 0.01 0.3890
H -3.30 0.26 0.38 0.3758
H -0.01 2.92 -0.35 0.4695
H -1.71 -1.67 0.36 0.3909
H 5.23 -0.70 1.11 0.3393
H 1.23 -3.40 -1.49 0.2775
```

Results
Energy relative to the best compared isomer or geometry (same formula, charge and spin), kcal per mole: 0.0
E_HOMO, eV: -9.55
Spin multiplicity: 1
Kohn-Sham gap, Ha: 0.3437



Entry 2:
Computed, not measured: a molecular structure, C7H6N2O6Sr in a non-equilibrium geometry, with ωB97M-V/def2-TZVPD.

The geometry in XYZ format:
```
22
Properties=species:S:1:pos:R:3:mulliken_charge:R:1
O 3.20 -1.84 -1.64 -0.0071
C 2.27 -1.31 -1.17 0.0337
Sr 0.28 -0.21 0.08 3.5164
O -0.93 1.10 -2.79 0.0959
C -0.55 0.68 -1.83 -0.2789
C -1.57 0.90 0.82 -0.2963
O -2.46 1.42 1.26 0.0907
C 1.12 1.70 0.29 -0.3961
O 1.65 2.65 0.49 0.0691
C -1.13 -1.69 -0.29 -0.6389
O -1.81 -2.56 -0.41 0.0832
C 1.12 -0.41 5.04 -0.7816
N 0.92 -1.71 4.36 -0.2009
C 0.64 -1.81 3.06 0.7091
N 0.44 -3.04 2.47 -0.2727
O 0.54 -0.70 2.30 -1.0135
H 1.03 0.43 4.36 0.2650
H 2.12 -0.40 5.49 0.3080
H 0.37 -0.31 5.83 0.3132
H 0.99 -2.54 4.91 0.1966
H 0.23 -3.09 1.48 0.0171
H 0.50 -3.84 3.02 0.1881
```

Results
Total charge: +2
E_HOMO (alpha / beta), eV: -16.83 / -16.83
Spin multiplicity: 1
Kohn-Sham gap (alpha / beta), Ha: 0.2802 / 0.2802



Entry 3:
Computed, not measured: a single C7H6N2OS molecule in a non-equilibrium geometry, with ωB97M-V/def2-TZVPD.

The geometry in XYZ format:
```
17
Properties=species:S:1:pos:R:3:mulliken_charge:R:1
N 0.70 -2.14 2.83 -0.4416
C 0.77 -1.82 1.71 0.2968
C 0.75 -1.51 0.30 -0.4521
C 1.83 -0.43 -0.05 -0.6268
C 1.65 0.89 0.75 0.4053
O 2.62 1.36 1.36 -0.5484
C 0.45 1.73 0.58 0.1506
C -0.03 2.64 1.51 -0.3031
S -1.51 3.42 0.94 -0.1016
C -1.39 2.44 -0.47 -0.0548
N -0.37 1.63 -0.56 -0.4810
H 0.95 -2.44 -0.23 0.3084
H -0.25 -1.14 0.07 0.2951
H 1.73 -0.15 -1.10 0.3537
H 2.83 -0.84 0.13 0.3326
H 0.43 2.84 2.47 0.4425
H -2.16 2.50 -1.23 0.4243
```

Results
Energy relative to the best compared isomer or geometry (same formula, charge and spin), kcal per mole: 0.0
E_HOMO, eV: -9.92
SMILES string: N#CCCC(=O)c1cscn1
Spin multiplicity: 1
Kohn-Sham gap, Ha: 0.3602



Entry 4:
Computed, not measured: 2 unconnected molecules or ions with the total composition C7H6N3O3P in a non-equilibrium geometry, with ωB97M-V/def2-TZVPD.

The geometry in XYZ format:
```
20
Properties=species:S:1:pos:R:3:mulliken_charge:R:1
C -0.92 3.09 -0.74 -0.4268
C -1.29 2.62 0.49 -0.3848
C 0.22 2.54 -1.43 -0.3856
C -0.48 1.76 1.26 -0.6428
C 2.16 -0.08 -0.11 -0.0659
C 0.84 1.46 -0.81 0.5352
C 0.45 1.08 0.56 0.4760
N 1.97 0.75 -1.22 -0.9042
N 1.35 0.11 0.90 -0.8349
N -0.03 -3.13 0.65 -0.2909
O -0.04 -5.78 0.38 -0.7510
O -1.52 -4.36 -1.16 -0.7463
O -1.27 -3.60 1.34 -0.4616
P -0.65 -4.49 0.02 1.0114
H -1.58 3.76 -1.22 0.3700
H -2.15 3.06 1.01 0.3005
H 0.76 2.92 -2.33 0.2906
H -0.67 1.38 2.31 0.2942
H 2.90 -0.90 -0.17 0.4032
H -0.07 -2.20 0.29 0.2137
```

Results
Energy relative to the best compared isomer or geometry (same formula, charge and spin), kcal per mole: 2.5
Total charge: -2
E_HOMO, eV: -1.37
Spin multiplicity: 1
Kohn-Sham gap, Ha: 0.2643



Entry 5:
Computed, not measured: a single C7H6N4S molecule in a non-equilibrium geometry, with ωB97M-V/def2-TZVPD.

The geometry in XYZ format:
```
18
Properties=species:S:1:pos:R:3:mulliken_charge:R:1
N 0.80 2.08 2.73 -0.4934
C 0.96 1.07 1.77 0.4462
N 2.18 0.39 1.95 -0.6069
C 2.43 -0.58 0.96 -0.4985
C 1.40 -0.84 0.08 -0.2904
C 0.29 -0.11 -0.02 1.0553
C -0.78 -0.37 -0.99 0.2161
N -1.83 0.39 -1.19 -0.4867
C -2.59 -0.14 -2.18 -0.4604
C -2.23 -1.26 -2.73 -0.2693
S -0.78 -1.81 -2.05 -0.1396
N 0.07 0.82 0.81 -0.5515
H 1.40 2.12 3.58 0.2742
H -0.39 2.32 2.94 0.3182
H 3.32 -0.97 1.19 0.5519
H 1.77 -1.75 -0.75 0.0188
H -3.46 0.37 -2.48 0.4495
H -2.56 -1.71 -3.62 0.4664
```

Results
Energy relative to the best compared isomer or geometry (same formula, charge and spin), kcal per mole: 54.3
E_HOMO, eV: -8.78
SMILES string: Nc1nccc(-c2nccs2)n1
Spin multiplicity: 1
Kohn-Sham gap, Ha: 0.3167



Entry 6:
Computed, not measured: a gas-phase ion, C7H6NO (charge -1) in a non-equilibrium geometry, with ωB97M-V/def2-TZVPD.

The geometry in XYZ format:
```
15
Properties=species:S:1:pos:R:3:mulliken_charge:R:1
C -0.12 1.15 -1.64 -0.2086
C -0.37 2.11 -0.68 -0.3630
C 0.11 -0.20 -1.34 -0.5969
C -0.38 1.70 0.66 -0.2644
C 0.19 -0.54 -0.01 0.8058
C -0.16 0.36 1.01 -1.1655
C 0.42 -1.92 0.59 -0.3150
N 0.47 -1.64 2.13 0.0958
O -0.31 -2.28 2.82 -0.4556
H -0.06 1.28 -2.73 0.2467
H -0.63 3.24 -0.99 0.1654
H 0.22 -0.80 -2.23 0.3270
H -0.60 2.51 1.44 0.2002
H -0.33 -2.74 0.49 0.4175
H 1.56 -2.24 0.48 0.1106
```

Results
Energy relative to the best compared isomer or geometry (same formula, charge and spin), kcal per mole: 0.0
Total charge: -1
E_HOMO (alpha / beta), eV: -2.27 / -2.27
Spin multiplicity: 1
Kohn-Sham gap (alpha / beta), Ha: 0.2339 / 0.2339



Entry 7:
Computed, not measured: a molecular structure, C7H6NO3S2 in a non-equilibrium geometry, with ωB97M-V/def2-TZVPD.

The geometry in XYZ format:
```
19
Properties=species:S:1:pos:R:3:mulliken_charge:R:1
C 3.02 -0.28 -0.57 -0.3162
C 2.16 -1.34 -0.46 -0.3410
C 2.58 1.04 -0.45 -0.5963
C 0.83 -1.13 -0.15 -0.4820
C 1.24 1.31 -0.19 -0.6047
C 0.43 0.20 0.01 0.5196
C -0.92 0.45 0.58 0.7136
N -2.62 2.23 0.61 0.3012
O -1.75 -0.48 0.72 -0.5225
O -3.44 1.43 0.42 -0.2627
O -1.30 1.79 0.63 -0.2055
S -3.91 -1.02 0.63 0.3343
S -3.92 -1.35 -1.25 0.1519
H 4.04 -0.67 -0.83 0.3123
H 2.70 -2.34 -0.54 0.2718
H 3.22 1.87 -0.52 0.4442
H 0.08 -1.86 0.17 0.3688
H 0.86 2.23 -0.20 0.6223
H -3.31 -2.09 1.38 0.2911
```

Results
Energy relative to the best compared isomer or geometry (same formula, charge and spin), kcal per mole: 0.0
Total charge: +1
E_HOMO, eV: -13.20
Spin multiplicity: 1
Kohn-Sham gap, Ha: 0.2211



Entry 8:
Computed, not measured: a gas-phase ion, C7H6NO4 (charge -1) in a non-equilibrium geometry, with ωB97M-V/def2-TZVPD.

The geometry in XYZ format:
```
18
Properties=species:S:1:pos:R:3:mulliken_charge:R:1
N 0.72 1.01 -0.85 -0.5480
C 0.15 -0.13 -0.16 0.5738
C -0.41 0.00 1.21 -1.0461
C -1.33 -0.36 0.04 0.9451
C -2.35 0.62 -0.38 0.2124
O -3.55 0.47 -0.32 -0.5907
O -1.85 1.77 -0.89 -0.5849
C -1.55 -1.89 -0.06 0.0508
O -2.63 -2.43 0.16 -0.7049
C -0.32 -2.49 -0.41 -0.7904
C 0.75 -1.64 -0.55 0.2641
O 1.93 -1.74 -0.91 -0.7606
H 1.34 0.64 -1.57 0.2775
H 1.29 1.55 -0.21 0.2133
H -0.24 -0.78 1.95 0.2677
H -0.51 1.00 1.63 0.2765
H -0.87 1.68 -1.01 0.5168
H -0.25 -3.55 -0.58 0.4275
```

Results
Energy relative to the best compared isomer or geometry (same formula, charge and spin), kcal per mole: 0.0
Total charge: -1
E_HOMO, eV: -4.12
SMILES string: N[C@@]12C[C@]1(C(=O)O)C([O-])=CC2=O
Spin multiplicity: 1
Kohn-Sham gap, Ha: 0.2798



Entry 9:
Computed, not measured: a single C7H6O2 molecule in a non-equilibrium geometry, with ωB97M-V/def2-TZVPD.

The geometry in XYZ format:
```
15
Properties=species:S:1:pos:R:3:mulliken_charge:R:1
O 0.41 -0.39 -2.84 -0.6286
C 0.25 0.04 -1.72 0.8027
C -0.29 1.30 -1.23 -0.5433
C -0.99 1.08 -0.14 -0.5099
C -0.70 -0.21 0.49 -0.3320
C 0.54 -0.11 1.40 -0.3127
C 1.34 -0.60 0.53 -1.2864
C 0.24 -0.87 -0.53 0.9002
O 0.21 -2.18 -0.98 -0.6683
H -0.01 2.32 -1.63 0.3078
H -1.44 1.79 0.47 0.4674
H -1.63 -0.64 0.85 0.4107
H 0.71 0.37 2.31 0.5039
H 2.33 -0.72 0.53 0.5445
H 0.48 -2.15 -1.88 0.3442
```

Results
Energy relative to the best compared isomer or geometry (same formula, charge and spin), kcal per mole: 52.4
E_HOMO, eV: -9.75
SMILES string: O=C1C=C[C@@H]2C=C[C@]12O
Spin multiplicity: 1
Kohn-Sham gap, Ha: 0.3602



Entry 10:
Computed, not measured: a molecular structure, C7H6OS in a non-equilibrium geometry, with ωB97M-V/def2-TZVPD.

The geometry in XYZ format:
```
15
Properties=species:S:1:pos:R:3:mulliken_charge:R:1
C 1.14 1.13 -0.73 -1.0484
C 2.46 0.76 -0.53 -0.3370
C 0.38 0.22 0.04 0.3225
C 0.97 -0.71 0.63 0.0325
C -2.04 -1.71 -0.10 0.5661
C -1.12 0.54 0.05 -0.0582
C -1.87 -0.57 0.50 -0.8546
O -2.44 -2.51 -0.96 -0.4881
S 2.67 -0.54 0.57 -0.0849
H 0.72 1.77 -1.39 0.4717
H 3.30 1.38 -0.85 0.3731
H -1.33 1.43 0.78 0.2559
H -1.42 0.82 -1.04 0.2893
H -2.57 -0.46 1.25 0.4005
H 1.13 -1.55 1.79 0.1597
```

Results
Energy relative to the best compared isomer or geometry (same formula, charge and spin), kcal per mole: 92.5
E_HOMO, eV: -8.81
Spin multiplicity: 1
Kohn-Sham gap, Ha: 0.3471



Entry 11:
Computed, not measured: 2 unconnected molecules or ions with the total composition C7H7Br in a non-equilibrium geometry, with ωB97M-V/def2-TZVPD.

The geometry in XYZ format:
```
15
Properties=species:S:1:pos:R:3:mulliken_charge:R:1
C -2.08 2.75 0.18 -0.0644
C -2.03 1.53 0.19 0.0921
C -0.06 -0.48 -0.75 -0.2401
C -1.87 0.19 0.20 -0.5120
C 0.60 -1.70 -0.18 -0.3166
C 1.14 0.37 -0.32 -0.2061
C 1.81 -0.78 0.35 -0.6260
Br -3.11 -1.13 0.24 -0.0748
H -2.43 3.72 -0.10 0.3952
H -0.08 -2.18 0.46 0.3468
H 0.94 -2.24 -1.05 0.2471
H 1.69 0.99 -1.18 0.2785
H 0.91 0.97 0.51 0.2052
H 1.86 -0.72 1.53 0.2396
H 2.71 -1.28 -0.08 0.2354
```

Results
Energy relative to the best compared isomer or geometry (same formula, charge and spin), kcal per mole: 159.5
E_HOMO (alpha / beta), eV: -7.82 / -8.21
Spin multiplicity: 1
Kohn-Sham gap (alpha / beta), Ha: 0.2713 / 0.2783



Entry 12:
Computed, not measured: 2 unconnected molecules or ions with the total composition C7H7Br2O5 in a non-equilibrium geometry, with ωB97M-V/def2-TZVPD.

The geometry in XYZ format:
```
21
Properties=species:S:1:pos:R:3:mulliken_charge:R:1
C -2.26 0.69 0.37 -0.8129
C -1.35 -0.29 0.47 0.3107
C 0.52 -1.40 -1.03 0.8031
C 1.05 0.26 2.16 -1.2561
C -0.03 -0.11 -0.10 0.2584
C -1.93 2.06 0.27 0.5020
C 1.10 0.31 0.80 0.5755
O 1.37 -0.85 -1.80 -0.7743
O 0.09 -2.50 -0.86 -0.6929
O -1.81 -1.52 0.71 -0.6351
O -0.97 2.74 0.07 -0.4640
O 2.07 0.90 0.11 -0.5754
Br -3.55 3.27 0.54 -0.3653
Br 3.67 -1.76 -3.68 -0.4658
H -3.24 0.28 0.60 0.3733
H 1.91 0.22 2.77 0.3460
H 0.23 -0.12 2.65 0.3427
H -0.20 0.82 -0.79 0.2761
H -1.21 -2.19 0.25 0.4401
H 1.97 0.66 -0.85 0.4545
H 2.59 -1.46 -2.64 0.3595
```

Results
Energy relative to the best compared isomer or geometry (same formula, charge and spin), kcal per mole: 7.1
Total charge: -1
E_HOMO, eV: -5.62
Spin multiplicity: 1
Kohn-Sham gap, Ha: 0.3133



Entry 13:
Computed, not measured: 2 unconnected molecules or ions with the total composition C7H7BrO2 in a non-equilibrium geometry, with ωB97M-V/def2-TZVPD.

The geometry in XYZ format:
```
17
Properties=species:S:1:pos:R:3:mulliken_charge:R:1
O -1.37 3.47 -0.95 -0.3521
C -0.76 2.47 -0.89 0.2471
C 0.02 1.44 -0.70 -0.4074
C 0.56 1.09 0.56 -0.0691
C 1.20 0.04 1.02 -0.8142
C 1.48 -1.25 0.33 -0.4097
C 0.44 -2.31 0.66 -0.5749
C -0.79 -1.94 0.84 0.6460
O -1.82 -1.43 1.02 -0.3912
H 0.27 0.90 -1.48 0.6268
H 0.29 1.91 1.33 0.1816
H 1.39 -0.01 2.01 0.4328
H 1.81 -1.32 -0.80 0.3191
H 2.46 -1.55 0.78 0.3052
H 0.75 -3.43 0.63 0.2598
Br -3.37 0.62 -1.75 -0.1706
H -2.53 1.31 -2.61 0.1707
```

Results
Energy relative to the best compared isomer or geometry (same formula, charge and spin), kcal per mole: 65.3
E_HOMO, eV: -8.35
SMILES string: O=C=C/C=C\CC=C=O.Br
Spin multiplicity: 1
Kohn-Sham gap, Ha: 0.3256



Entry 14:
Computed, not measured: a single C7H7Cl molecule in a non-equilibrium geometry, with ωB97M-V/def2-TZVPD.

The geometry in XYZ format:
```
15
Properties=species:S:1:pos:R:3:mulliken_charge:R:1
C 0.31 -2.67 -0.60 -0.7893
C 0.09 -1.37 -0.28 0.8636
C 1.03 -0.33 -0.60 -0.9971
C 0.45 0.85 -0.21 0.2607
Cl 1.17 2.40 -0.17 -0.2012
C -0.84 0.65 0.45 -0.6875
C -1.03 -0.73 0.43 0.5234
C -2.23 -1.48 1.05 -1.1286
H -0.56 -3.33 -0.43 0.2635
H 1.24 -2.95 -1.18 0.2632
H 1.86 -0.51 -1.24 0.3917
H -1.61 1.41 0.76 0.3218
H -2.78 -2.01 0.26 0.3125
H -1.88 -2.30 1.73 0.2958
H -2.86 -0.67 1.53 0.3074
```

Results
Energy relative to the best compared isomer or geometry (same formula, charge and spin), kcal per mole: 34.9
E_HOMO, eV: -8.28
SMILES string: C=C1C=C(Cl)C=C1C
Spin multiplicity: 1
Kohn-Sham gap, Ha: 0.2911